[1]
This record from OMol25 describes a cluster of 2 separate species, H2N2O4S in total at a distorted geometry. The level of theory is ωB97M-V/def2-TZVPD.

The value obtained for the relative energy (zero: lowest compared OMol25 entry of this formula, charge and spin) is 2.767 eV. The calculated total energy comes out at -22032.423 eV.

Element x y z (Å)
N 1.771 0.994 0.070
N -1.631 -0.049 -0.025
O -0.171 -1.678 1.245
O -0.263 -1.623 -1.256
H -1.804 0.169 -0.979
H -1.899 0.553 0.727
O 2.430 0.925 1.092
O 1.734 1.640 -0.922
S -0.168 -0.931 0.048

Löwdin population analysis, charges in e, atoms 1 to 6:
1. N -0.260
2. N -0.084
3. O -0.323
4. O -0.361
5. H 0.045
6. H 0.059

[2]
This record from OMol25 describes a cluster of 2 separate species, C28H46N5O11S4 in total at a distorted geometry. The level of theory is ωB97M-V/def2-TZVPD.

The total charge is +1. The calculated total energy comes out at -103081.186 eV.

Element x y z (Å)
C 2.517 -5.450 -0.580
C 3.722 -1.650 -0.165
C 0.636 -0.849 -1.249
C 3.842 -2.630 3.324
H -5.127 2.365 2.365
C 2.303 3.385 0.463
H -3.631 -0.512 -1.352
O 2.238 -1.528 1.860
H -3.420 1.808 4.126
H -1.973 -1.660 -2.625
S 3.780 -4.461 0.092
H -0.996 3.215 1.516
H 2.308 -1.144 -2.575
H -1.131 0.034 -0.323
C -0.836 -0.444 -1.260
H 3.951 -0.883 -0.904
C 0.892 3.901 2.298
H -0.934 5.882 -4.793
O 3.043 1.076 0.759
H -0.064 -7.239 -0.350
H -2.523 5.284 -5.320
H 4.135 -0.662 2.333
H 2.943 -0.721 3.590
O -2.320 5.665 -3.288
H 2.986 -3.979 4.797
C -3.396 1.339 3.141
H 4.919 -2.677 3.442
H 3.414 2.174 -1.024
H 1.004 -0.207 -3.258
N 1.268 -6.591 -1.826
O 1.944 3.059 1.789
H 4.277 2.622 0.419
H 3.672 -2.472 5.476
N 2.367 -5.816 -1.805
C 0.798 -6.684 -0.652
C -3.168 -1.392 -0.913
C -4.611 -0.788 1.518
N -5.129 0.510 1.440
N -0.322 -3.886 1.933
C 1.073 -1.727 -0.062
H -3.800 -2.240 -1.166
C 3.672 -2.974 -0.948
O -0.773 3.847 -2.944
C 0.644 -2.313 -3.346
H 0.851 -1.829 -5.196
H 4.551 -2.980 -1.588
H -2.763 1.368 0.260
H 0.379 -1.377 0.708
H 2.116 -2.466 4.658
C 0.097 -3.526 0.896
H 1.107 1.394 -1.179
H -2.977 0.349 3.289
H 1.392 3.331 -0.140
H 4.588 -1.693 0.491
O -0.675 5.809 -1.466
H -2.147 3.110 -4.292
S -5.467 -1.928 2.278
O -2.586 4.237 -1.321
H -5.511 1.035 3.410
C -1.309 3.811 -4.279
C -1.803 -1.615 -1.549
H -5.697 1.992 0.141
H 0.757 4.775 1.672
H 2.752 4.378 0.439
C -3.618 1.781 -0.264
C 2.408 -1.238 0.548
O 0.570 -3.397 -2.846
H 3.472 -3.385 2.639
H -3.606 2.868 -0.189
H -5.347 0.471 -0.605
H 2.817 -3.058 -1.613
O 0.131 -2.084 -4.605
C 3.108 -2.911 4.655
C -0.386 3.055 2.407
C 3.352 -1.284 2.756
S -2.980 -1.289 0.890
O 0.856 -3.139 -0.075
O 1.570 -5.951 0.181
C -4.979 1.174 0.138
C 1.345 0.430 -0.752
H 1.185 4.157 3.312
C 3.310 2.293 0.055
C -4.834 1.348 2.616
H -3.460 1.560 -1.324
H -0.146 2.004 2.528
H -0.986 3.363 3.260
C 1.222 -1.088 -2.654
N 2.215 0.215 0.138
H -0.981 0.298 -2.048
H -2.776 1.988 2.528
S -1.600 4.925 -2.070
H -1.390 -2.581 -1.267
C -1.771 5.229 -4.539
H -0.550 3.484 -4.985

Löwdin population analysis, charges in e, atoms 1 to 6:
1. C -0.720
2. C -0.101
3. C -0.279
4. C -0.201
5. H 0.122
6. C -0.179

[3]
This record from OMol25 describes a structure of composition C19H26BrClNO6Si2V at a distorted geometry. The level of theory is ωB97M-V/def2-TZVPD.

The total charge is +2. The value obtained for the relative energy (zero: lowest compared OMol25 entry of this formula, charge and spin) is 2.350 eV. The calculated total energy comes out at -157885.040 eV.

Element x y z (Å)
Si -2.250 -1.201 1.283
N 0.056 2.196 1.083
H 1.297 3.730 1.717
H -4.402 -2.170 0.953
H -3.570 -0.501 -2.231
H 3.541 -3.945 -0.825
H -1.147 2.817 -1.837
C -0.801 4.260 1.794
O 2.432 1.106 3.084
H 6.276 -1.590 -3.137
H -3.542 -1.121 3.328
H 0.022 -1.751 -1.559
Br 5.288 1.067 -3.034
H -1.063 -3.020 0.109
C 3.120 -1.855 -0.955
O 1.748 -0.768 4.432
H -1.827 -1.058 3.715
H 0.485 2.136 -1.713
C 4.660 -0.514 -2.259
H -1.622 -3.512 1.704
H -0.166 -2.551 1.566
H 5.577 -3.770 -2.236
C -3.822 -1.455 0.361
O 1.457 0.280 -0.368
O 0.161 0.464 3.078
C 3.849 -2.990 -1.225
C -2.090 3.759 1.587
H 0.324 -0.832 -3.032
H -3.291 2.079 0.975
H 2.242 -1.939 -0.331
C -2.586 -0.686 3.027
H -2.947 4.388 1.792
C -2.295 2.466 1.143
C 5.390 -1.663 -2.525
O 1.663 -0.859 1.989
H -2.664 0.394 3.168
C 2.737 0.582 -1.147
O 2.881 1.724 -1.350
C -1.183 0.233 0.373
C -3.099 0.470 -2.100
Si -1.316 0.361 -1.652
C 4.991 -2.888 -2.014
C -0.516 1.966 -2.106
H -0.428 1.973 -3.197
H -4.430 -0.556 0.255
C -1.197 1.656 0.884
C -0.451 -1.135 -2.324
H -3.699 1.057 -1.403
C -1.163 -2.691 1.145
C 0.268 3.444 1.556
Cl 1.566 -0.003 3.289
H -3.666 -1.896 -0.622
H -3.133 0.989 -3.064
H -1.158 -1.767 -2.866
H -0.643 5.268 2.151
V 0.625 0.425 1.033
C 3.508 -0.603 -1.459

Löwdin population analysis, charges in e, atoms 1 to 6:
1. Si 0.517
2. N -0.019
3. H 0.152
4. H 0.065
5. H 0.038
6. H 0.122

[4]
This record from OMol25 describes a cluster of 6 separate species, C25H30N5O11 in total at a distorted geometry. The level of theory is ωB97M-V/def2-TZVPD.

The total charge is -1. The value obtained for the relative energy (zero: lowest compared OMol25 entry of this formula, charge and spin) is 1.938 eV. The calculated total energy comes out at -56365.683 eV.

Element x y z (Å)
C -0.199 4.808 1.339
C -0.321 2.267 1.815
H -0.838 0.954 -0.037
C 3.941 -2.042 3.712
N 0.295 6.149 1.720
H -3.604 -2.531 -0.184
N 3.519 1.446 -4.790
C -1.242 0.095 -3.149
H -6.896 -3.027 2.147
C 3.105 0.744 2.509
C 2.560 -0.941 -1.873
H 5.677 1.481 -2.860
H 1.990 -2.594 2.537
H -4.159 1.688 -3.693
C -4.514 -2.318 2.321
H -7.081 -3.726 0.471
H -1.170 -1.116 -2.873
C -1.081 3.174 -0.569
C -0.761 -2.733 0.366
O -4.954 -2.087 3.395
C 4.288 0.540 3.179
O 0.147 6.972 0.713
H -1.044 5.558 -0.463
H -0.307 1.599 2.683
H 5.055 1.405 3.101
C 4.875 0.846 -2.655
H -3.090 1.108 -4.860
H -0.567 0.336 -2.392
H -7.303 -1.908 1.031
H -1.447 2.935 -1.571
C -0.796 1.986 0.439
C 4.795 -0.685 3.894
H 5.556 0.161 -0.596
O -1.300 -1.739 0.731
C 4.792 0.000 -1.391
O 0.387 -2.840 0.027
C -0.027 3.637 2.336
O -4.339 0.319 -1.316
O 0.531 6.438 2.883
H 1.556 -0.432 -3.802
H 1.866 -1.520 -1.621
H -2.390 -0.269 -0.766
C 3.559 0.582 -3.603
N -2.574 0.584 -2.870
C -6.653 -2.750 1.138
C 3.736 -0.902 -0.984
O 2.912 0.957 -5.816
C 2.578 -1.793 2.822
H 2.605 1.742 2.272
H -4.960 -2.752 -0.979
H -4.206 -4.036 -0.082
H -2.818 2.578 -4.062
H -0.870 0.317 -4.158
O 5.554 -3.357 4.752
H 3.857 -1.364 -0.097
C -4.556 -2.924 -0.066
C 2.475 -0.282 -3.208
H 5.645 -0.931 4.474
H -0.754 -4.494 -0.057
C -3.211 1.414 -3.858
O 4.272 2.390 -4.820
C -3.161 0.196 -1.610
C 2.215 -0.477 2.294
O 3.789 -4.260 3.783
N -5.212 -2.744 1.196
H -3.371 -2.414 2.035
O -1.442 -3.966 0.396
C -0.794 4.536 -0.012
H 1.114 -0.527 1.717
H 0.401 3.848 3.383
N 4.365 -3.305 4.135

Löwdin population analysis, charges in e, atoms 1 to 6:
1. C -0.122
2. C -0.089
3. H 0.073
4. C -0.046
5. N -0.323
6. H 0.023

[5]
This record from OMol25 describes the molecule C3H6O2S2. The level of theory is ωB97M-V/def2-TZVPD.

The value obtained for the relative energy (zero: lowest compared OMol25 entry of this formula, charge and spin) is 0.537 eV. The calculated total energy comes out at -28973.757 eV.

Element x y z (Å)
C 2.108 -0.736 0.685
O 2.002 -1.697 -0.013
O 2.998 -0.665 1.713
C -0.259 0.110 0.631
C 1.232 0.494 0.632
H -0.756 0.498 1.511
H -0.432 -0.963 0.679
S -0.892 0.785 -0.921
H 1.594 1.041 -0.241
H -3.367 1.350 -1.492
H 1.432 1.098 1.503
H 3.824 -1.118 1.504
S -2.922 0.305 -0.793

Löwdin population analysis, charges in e, atoms 1 to 6:
1. C -0.531
2. O 0.128
3. O 0.091
4. C -0.551
5. C -0.185
6. H 0.074

[6]
This record from OMol25 describes a structure of composition C24H38BBeCl3MgN3O16P at a distorted geometry. The level of theory is ωB97M-V/def2-TZVPD.

The calculated total energy comes out at -116087.273 eV.

Element x y z (Å)
C 1.098 1.101 -2.126
H -1.876 1.099 0.738
H 2.360 1.363 0.272
O 0.707 -1.709 0.098
C 1.279 -2.861 -4.027
H 6.063 3.822 3.581
H 1.576 -1.235 2.512
C -0.002 -2.148 -3.587
C 1.118 -0.130 -2.767
H 6.064 3.541 5.334
C -7.034 -3.701 -0.917
H 7.821 5.700 3.888
O -4.088 0.617 -1.211
O -6.737 -0.200 -5.731
O -1.333 -1.184 -0.316
C 2.417 -2.219 -3.740
O -7.283 0.789 -3.921
C 2.151 -0.333 2.696
H 4.555 3.910 4.478
H -5.959 -3.808 -1.074
O -7.339 -1.344 -4.028
C -7.298 -2.700 0.182
C -2.815 -1.854 -4.765
H 7.472 7.024 4.989
H -0.062 -5.551 3.514
O -0.801 -2.968 -3.162
C 5.842 5.623 4.764
H -7.446 -4.667 -0.632
H 2.216 -4.975 4.459
C -1.354 1.053 -2.123
H -2.961 -2.858 -4.324
O 5.231 6.372 3.717
H 2.315 2.601 1.548
H 4.270 -0.852 2.839
H -3.439 1.845 0.972
N 1.124 4.883 3.146
N -7.123 -0.250 -4.563
C 7.326 5.955 4.830
N -0.487 -1.737 0.402
O 2.221 4.516 3.573
C -2.515 1.926 0.395
C -0.129 1.626 -1.773
C 5.621 4.135 4.532
O -3.777 0.174 -3.808
O -7.886 -3.012 1.192
O 1.508 0.766 2.041
C -0.115 -0.725 -3.133
H 3.369 -2.706 -3.950
C 3.563 -0.403 2.142
H -0.138 2.534 -1.171
C 3.846 1.062 1.829
B -2.705 -0.725 -3.667
H 5.357 5.925 5.693
H -2.004 2.866 0.623
H -7.050 -0.681 0.820
C -6.796 -1.297 -0.040
P -2.899 1.736 -1.416
H -5.712 -1.304 -0.158
H -3.387 0.802 -4.443
Cl 3.522 -5.697 2.633
H -3.544 -1.660 -5.582
H 4.130 1.592 2.742
O 3.468 -0.327 -2.884
H 4.634 1.212 1.091
Cl -2.535 -0.668 -7.059
Cl 0.753 -3.727 2.280
C 0.811 -5.413 2.877
H 2.035 1.588 -1.873
C 2.484 1.542 1.349
H 2.001 -6.693 4.114
H 1.250 -3.893 -4.411
O 0.213 5.146 3.930
C 2.068 -5.702 3.664
H 2.159 -0.133 3.774
H -7.511 -3.373 -1.843
Be 0.081 0.392 -5.914
H 7.819 5.411 5.639
C 2.397 -0.850 -3.077
H -1.836 -1.820 -5.286
C -1.393 -0.151 -2.984
H -3.700 -0.263 -1.068
O -0.865 -2.317 1.447
Mg 0.007 -2.593 -5.909
H 5.649 6.116 2.888
O 0.937 4.987 1.928
H -7.262 -0.869 -0.930
H 0.717 -6.075 2.019
H 3.575 -0.989 1.218

Löwdin population analysis, charges in e, atoms 1 to 6:
1. C 0.024
2. H 0.047
3. H 0.091
4. O 0.000
5. C -0.104
6. H 0.080